Record 1
Below is 4 unconnected molecules or ions with the total composition C23H55BN4O5, with properties calculated with the ωB97M-V functional and the def2-TZVPD basis.

Last column: Löwdin charge in e.
Element x y z (Å)
C -4.00 5.86 6.02  -0.112
C -3.41 7.16 5.45  -0.143
B -3.40 7.22 3.87  -0.504
O -3.76 6.13 3.13  0.170
N -3.09 8.44 3.07  0.193
C -1.78 8.93 3.23  -0.493
O -1.17 9.03 4.28  0.130
O -1.22 9.29 2.04  0.030
C 0.09 8.81 1.84  -0.094
C 0.07 7.46 1.17  -0.453
O -0.87 7.03 0.56  0.156
O 1.25 6.77 1.31  0.083
H -5.06 5.84 5.83  0.074
H -3.81 5.83 7.09  0.068
H -3.54 4.99 5.58  0.062
H -2.38 7.25 5.78  0.099
H -3.93 8.01 5.86  0.104
H -3.29 5.33 3.39  0.100
H -3.75 9.18 3.24  0.139
H 0.68 8.80 2.75  0.133
H 0.57 9.49 1.15  0.146
H 1.70 6.72 0.47  0.112
C -0.26 4.06 -0.72  -0.094
C 0.35 2.89 -1.47  -0.272
N 1.77 3.06 -1.73  -0.199
C 2.31 2.11 -2.68  -0.245
C 2.31 0.63 -2.31  -0.085
C 2.59 3.32 -0.55  -0.246
C 2.56 2.29 0.58  -0.078
H -0.06 5.00 -1.24  0.074
H -1.34 3.93 -0.66  0.078
H 0.11 4.14 0.30  0.060
H -0.15 2.79 -2.44  0.118
H 0.14 1.96 -0.92  0.101
H 3.33 2.42 -2.93  0.112
H 1.75 2.23 -3.61  0.110
H 3.08 0.39 -1.56  0.058
H 2.54 0.03 -3.19  0.051
H 1.35 0.30 -1.92  0.066
H 2.29 4.28 -0.14  0.086
H 3.62 3.46 -0.88  0.114
H 1.55 1.97 0.83  0.067
H 2.99 2.73 1.49  0.072
H 3.15 1.40 0.35  0.054
C 0.92 -1.52 -5.21  -0.093
C 0.80 -3.03 -5.39  -0.273
N 1.43 -3.77 -4.32  -0.199
C 1.58 -5.19 -4.60  -0.250
C 0.31 -6.03 -4.76  -0.084
C 0.98 -3.43 -2.98  -0.242
C -0.51 -3.56 -2.66  -0.077
H 1.96 -1.24 -5.08  0.070
H 0.54 -1.01 -6.10  0.075
H 0.35 -1.17 -4.36  0.062
H 1.30 -3.31 -6.32  0.118
H -0.26 -3.29 -5.52  0.103
H 2.20 -5.63 -3.82  0.110
H 2.17 -5.27 -5.52  0.109
H -0.18 -6.22 -3.81  0.052
H 0.58 -7.01 -5.19  0.070
H -0.40 -5.57 -5.44  0.066
H 1.28 -2.40 -2.77  0.090
H 1.56 -4.03 -2.27  0.110
H -1.14 -3.13 -3.44  0.068
H -0.73 -3.03 -1.73  0.068
H -0.81 -4.60 -2.51  0.047
C 0.77 -3.95 1.46  -0.089
C 0.25 -5.00 2.43  -0.274
N -0.92 -5.70 1.94  -0.201
C -1.60 -6.48 2.95  -0.251
C -0.85 -7.67 3.57  -0.086
C -0.76 -6.33 0.64  -0.245
C 0.36 -7.37 0.46  -0.077
H -0.02 -3.26 1.18  0.078
H 1.57 -3.38 1.93  0.073
H 1.18 -4.39 0.55  0.057
H -0.03 -4.50 3.36  0.117
H 1.08 -5.69 2.69  0.102
H -2.54 -6.84 2.53  0.111
H -1.88 -5.80 3.76  0.109
H -0.78 -8.51 2.89  0.054
H -1.39 -8.02 4.46  0.069
H 0.16 -7.40 3.89  0.065
H -0.61 -5.54 -0.10  0.085
H -1.72 -6.78 0.36  0.116
H 1.30 -7.03 0.89  0.067
H 0.53 -7.54 -0.60  0.067
H 0.10 -8.33 0.91  0.055

Output
SMILES = CCB(O)NC(=O)OCC(=O)O.CCN(CC)CC.CCN(CC)CC.CCN(CC)CC
LUMO energy = 0.0145 hartree
Frontier orbital gap = 0.31198 Eh

Record 2
Below is 8 unconnected molecules or ions with the total composition C23H56Cl6O10, with properties calculated with the ωB97M-V functional and the def2-TZVPD basis.

Last column: Löwdin charge in e.
Element x y z (Å)
C 1.24 0.37 2.26  -0.089
O 1.96 0.11 3.43  -0.180
C 3.32 0.42 3.40  -0.233
C 3.79 0.45 4.80  -0.229
O 3.31 1.59 5.48  -0.168
C 3.82 1.69 6.73  -0.149
H 1.75 -0.09 1.41  0.078
H 1.26 1.44 2.13  0.092
H 0.23 0.00 2.33  0.073
H 3.48 1.37 2.93  0.123
H 3.94 -0.36 2.85  0.148
H 4.89 0.46 4.83  0.132
H 3.38 -0.45 5.29  0.139
H 3.44 0.93 7.37  0.078
H 3.38 2.65 7.03  0.098
H 4.91 1.84 6.75  0.099
C -1.02 -5.43 -0.78  -0.100
O -0.30 -4.61 -1.71  -0.198
C 1.05 -4.47 -1.34  -0.235
C 1.73 -3.61 -2.33  -0.160
O 1.26 -2.24 -2.26  -0.221
C 1.95 -1.43 -1.38  -0.161
H -0.79 -6.52 -0.94  0.109
H -2.05 -5.17 -0.78  0.053
H -0.68 -5.17 0.24  0.077
H 1.52 -5.47 -1.13  0.149
H 1.13 -3.96 -0.40  0.108
H 1.41 -3.91 -3.32  0.097
H 2.80 -3.66 -2.34  0.123
H 1.70 -1.62 -0.34  0.065
H 1.75 -0.36 -1.55  0.071
H 3.02 -1.56 -1.47  0.087
C -1.09 -2.30 6.83  -0.103
O -0.88 -2.02 5.46  -0.168
C -0.49 -3.14 4.72  -0.232
C -0.38 -2.78 3.22  -0.215
O -1.53 -2.30 2.68  -0.199
C -2.67 -3.06 2.72  -0.110
H -1.34 -3.36 6.95  0.082
H -1.86 -1.59 7.20  0.092
H -0.16 -2.16 7.45  0.098
H -1.09 -4.00 4.89  0.098
H 0.54 -3.49 5.00  0.139
H -0.02 -3.73 2.71  0.138
H 0.38 -2.04 3.07  0.097
H -2.94 -3.31 3.73  0.077
H -2.58 -4.00 2.16  0.095
H -3.45 -2.37 2.29  0.110
C -3.50 4.31 -3.23  -0.064
O -3.15 3.24 -2.28  -0.237
C -3.75 3.47 -1.01  -0.219
C -3.34 2.32 -0.17  -0.258
O -3.79 2.52 1.14  -0.187
C -3.37 1.50 2.06  -0.084
H -3.04 5.23 -2.87  0.084
H -4.60 4.42 -3.14  0.088
H -3.24 4.04 -4.25  0.048
H -4.83 3.41 -1.16  0.126
H -3.54 4.42 -0.63  0.112
H -2.25 2.15 -0.13  0.111
H -3.87 1.41 -0.56  0.128
H -3.67 1.82 3.09  0.100
H -2.31 1.31 2.15  0.068
H -3.89 0.56 1.74  0.092
C 0.70 2.28 -3.20  -0.139
O 1.42 3.29 -3.83  -0.159
C 2.79 2.98 -3.71  -0.240
C 3.61 4.13 -4.17  -0.225
O 3.92 5.04 -3.11  -0.186
C 4.37 6.30 -3.67  -0.093
H -0.36 2.50 -3.16  0.075
H 1.08 2.22 -2.19  0.066
H 0.85 1.26 -3.63  0.092
H 3.02 2.13 -4.38  0.131
H 3.03 2.68 -2.64  0.146
H 3.02 4.67 -4.94  0.135
H 4.55 3.73 -4.63  0.134
H 3.50 6.87 -3.99  0.087
H 5.01 6.13 -4.47  0.056
H 4.90 6.86 -2.86  0.102
Cl -3.78 1.51 -5.41  0.513
C -4.15 0.50 -3.99  -1.011
Cl -5.77 0.77 -3.29  0.509
H -4.12 -0.54 -4.36  0.007
H -3.38 0.76 -3.29  -0.034
Cl -1.64 -1.61 -5.99  0.548
C -0.43 -2.36 -5.00  -1.031
Cl 1.00 -2.78 -5.99  0.501
H -0.12 -1.66 -4.26  -0.012
H -0.83 -3.27 -4.58  0.026
Cl -1.17 -0.23 -1.54  0.636
C -1.78 -1.65 -0.73  -1.000
Cl -3.07 -2.48 -1.58  0.571
H -0.96 -2.34 -0.70  -0.009
H -2.12 -1.41 0.29  0.023

Output
SMILES = COCCOC.COCCOC.COCCOC.COCCOC.COCCOC.ClCCl.ClCCl.ClCCl
LUMO energy = 0.0179 hartree
Frontier orbital gap = 0.37168 Eh

Record 3
Below is 4 unconnected molecules or ions with the total composition C23H56N2O10P, with properties calculated with the ωB97M-V functional and the def2-TZVPD basis.

Last column: Löwdin charge in e.
Element x y z (Å)
N -1.39 -1.89 -2.96  -0.217
P -1.91 -3.58 -3.24  0.879
O -1.42 -3.92 -4.91  -0.370
C -3.80 -3.81 -3.16  -0.444
C -4.56 -2.92 -2.01  -0.195
C -4.51 -1.27 -2.29  -0.153
C -4.49 -1.10 -3.94  -0.143
N -5.23 -2.20 -4.68  -0.005
C -4.59 -3.57 -4.58  -0.150
H -0.52 -1.64 -3.52  0.070
H -1.22 -1.69 -1.93  0.050
H -1.89 -4.76 -5.22  0.075
H -3.99 -4.95 -2.87  0.136
H -4.27 -3.20 -0.90  0.137
H -5.72 -3.19 -2.10  0.121
H -3.54 -0.83 -1.76  0.113
H -5.43 -0.72 -1.78  0.131
H -5.08 -0.09 -4.16  0.155
H -3.42 -0.98 -4.39  0.138
H -6.23 -2.20 -4.31  0.193
H -5.28 -1.95 -5.69  0.190
H -3.96 -3.83 -5.53  0.134
H -5.50 -4.35 -4.57  0.156
C 2.97 1.57 2.16  -0.099
O 1.55 1.65 2.10  -0.202
C 1.05 1.50 0.76  -0.178
C -0.26 0.72 0.76  -0.174
O -0.10 -0.69 1.02  -0.151
C 0.27 -1.05 2.35  -0.169
C -0.81 -0.80 3.40  -0.183
O -0.93 0.59 3.68  -0.205
C -2.26 0.99 3.96  -0.109
H 3.42 2.48 1.76  0.090
H 3.25 1.47 3.22  0.096
H 3.34 0.69 1.63  0.072
H 1.78 1.00 0.12  0.123
H 0.87 2.51 0.37  0.108
H -0.69 0.78 -0.25  0.115
H -1.00 1.15 1.43  0.110
H 1.22 -0.60 2.63  0.115
H 0.46 -2.13 2.31  0.128
H -0.54 -1.30 4.33  0.128
H -1.76 -1.21 3.04  0.121
H -2.95 0.62 3.19  0.082
H -2.29 2.08 3.95  0.088
H -2.56 0.63 4.95  0.090
C -1.18 9.93 -1.47  -0.108
O -1.69 8.63 -1.23  -0.209
C -2.08 7.95 -2.42  -0.186
C -1.74 6.46 -2.33  -0.173
O -0.34 6.17 -2.45  -0.132
C 0.48 6.56 -1.34  -0.166
C 0.24 5.76 -0.06  -0.184
O -0.99 6.15 0.55  -0.202
C -1.66 5.08 1.19  -0.110
H -2.00 10.61 -1.75  0.088
H -0.71 10.29 -0.55  0.092
H -0.42 9.92 -2.26  0.086
H -1.59 8.38 -3.30  0.122
H -3.16 8.07 -2.52  0.124
H -2.21 5.96 -3.19  0.122
H -2.17 6.00 -1.44  0.109
H 0.42 7.63 -1.17  0.114
H 1.51 6.37 -1.67  0.128
H 1.04 5.96 0.66  0.127
H 0.24 4.69 -0.30  0.104
H -1.74 4.22 0.51  0.078
H -2.67 5.41 1.43  0.090
H -1.14 4.79 2.11  0.089
C 4.29 -6.35 4.82  -0.111
O 4.68 -5.30 3.95  -0.212
C 6.07 -5.35 3.61  -0.184
C 6.28 -4.94 2.15  -0.168
O 5.86 -5.92 1.19  -0.128
C 4.44 -6.12 1.07  -0.169
C 3.69 -4.94 0.46  -0.187
O 3.58 -3.87 1.39  -0.208
C 3.65 -2.59 0.78  -0.113
H 4.68 -6.16 5.83  0.088
H 3.20 -6.37 4.86  0.089
H 4.63 -7.32 4.46  0.086
H 6.48 -6.35 3.76  0.123
H 6.59 -4.64 4.27  0.126
H 7.36 -4.82 1.99  0.128
H 5.84 -3.96 1.93  0.110
H 4.01 -6.43 2.02  0.112
H 4.33 -6.98 0.39  0.127
H 2.67 -5.25 0.19  0.121
H 4.20 -4.62 -0.46  0.124
H 4.51 -2.52 0.11  0.089
H 3.78 -1.84 1.57  0.080
H 2.72 -2.38 0.24  0.083

Output
Net charge = +1
LUMO energy = -0.1220 hartree
Frontier orbital gap = 0.25848 Eh

It is found that the total energy values, taken in the order of the records, are -1529.4309, -4423.2076, -2112.6733 hartree.